# 1
Entry from the Open Molecules 2025 dataset: a structure of composition C13H12Cl2F6N3O6PbS4 at a distorted geometry (ωB97M-V/def2-TZVPD).

charge = +1
electronic energy = -4423.22525 a.u.
Kohn-Sham gap (alpha / beta) = 6.872 / 6.870 eV
relative energy (zero: lowest compared OMol25 entry of this formula, charge and spin) = 18.0 kcal per mole

Last column: natural (NBO) charge in e.
Element x y z (Å)
Pb: 0.917 0.063 1.332  1.47
N: 0.459 1.407 -0.856  -0.95
C: 1.224 1.396 -2.160  -0.23
C: 1.883 0.068 -2.526  -0.53
C: 0.953 -1.154 -2.568  0.80
O: -0.356 -0.826 -2.536  -0.51
O: 1.277 -2.321 -2.693  -0.57
H: -0.521 1.059 -1.061  0.40
H: 0.166 2.314 -0.468  0.42
H: 2.055 2.162 -2.109  0.23
H: 0.564 1.790 -2.978  0.22
H: 2.750 -0.255 -1.892  0.26
H: 2.315 0.213 -3.524  0.27
F: 1.590 4.900 3.542  -0.31
C: 0.344 4.409 3.616  0.76
F: -0.559 5.395 3.582  -0.30
F: 0.287 3.732 4.685  -0.28
S: 0.132 3.290 2.145  2.21
O: 1.027 2.224 2.599  -1.01
O: 0.482 4.075 0.981  -0.89
N: -1.397 2.939 2.251  -1.22
S: -2.130 1.723 1.578  2.23
O: -1.295 0.533 1.640  -1.08
O: -2.730 1.988 0.324  -0.89
C: -3.458 1.372 2.910  0.80
F: -2.902 0.675 3.885  -0.30
F: -4.418 0.644 2.396  -0.29
F: -3.832 2.523 3.334  -0.27
Cl: 4.014 -1.322 0.686  -0.01
C: 4.893 0.086 1.365  -0.38
Cl: 3.873 1.538 1.492  0.01
H: 5.720 0.364 0.716  0.24
H: 5.203 -0.250 2.344  0.24
S: 0.475 -2.895 2.458  0.01
C: -0.338 -3.081 1.060  -0.14
N: -0.359 -2.185 0.002  -0.56
C: -0.911 -2.700 -1.076  0.31
C: -1.288 -1.915 -2.292  -0.01
C: -1.639 -2.706 -3.502  -0.12
C: -2.052 -4.018 -3.409  -0.23
C: -1.820 -4.677 -2.082  -0.10
C: -1.353 -4.068 -0.994  -0.21
S: -1.020 -4.666 0.618  0.43
H: -2.228 -1.358 -2.094  0.28
H: -1.793 -2.097 -4.426  0.25
H: -2.392 -4.567 -4.282  0.26
H: -1.811 -5.822 -2.010  0.25

---

# 2
Entry from the Open Molecules 2025 dataset: a cluster of 2 separate species, C6H10N4O in total at a distorted geometry (ωB97M-V/def2-TZVPD).

electronic energy = -528.70512 a.u.
Kohn-Sham gap (alpha / beta) = 8.478 / 8.912 eV
relative energy (zero: lowest compared OMol25 entry of this formula, charge and spin) = 111.3 kcal per mole

Last column: natural (NBO) charge in e.
Element x y z (Å)
C: 2.895 -0.994 -0.143  -0.24
C: 2.717 0.368 0.051  -0.24
C: 1.791 -1.814 -0.301  -0.03
C: 1.427 0.920 0.092  0.08
C: 0.435 -0.033 -0.072  0.30
C: -2.813 -1.544 0.495  -0.26
N: 0.570 -1.286 -0.250  -0.44
N: 1.159 2.237 0.266  -0.80
N: -1.882 1.660 -0.576  -0.69
N: -1.858 0.545 0.221  0.03
O: -2.537 -0.505 -0.410  -0.41
H: 3.889 -1.415 -0.162  0.22
H: 3.573 1.017 0.182  0.21
H: 1.869 -2.878 -0.453  0.19
H: -3.238 -1.140 1.418  0.18
H: -1.909 -2.105 0.730  0.19
H: -3.540 -2.183 -0.005  0.19
H: 1.889 2.899 0.443  0.39
H: 0.196 2.510 0.306  0.42
H: -2.022 1.435 -1.563  0.36
H: -2.610 2.305 -0.270  0.36

---

- The highest electronic energy belongs to which entry?
  C6H10N4O

---

- The lowest relative energy (zero: lowest compared OMol25 entry of this formula, charge and spin) belongs to which entry?
  C13H12Cl2F6N3O6PbS4